Entry 1:
Here is a 4-piece molecular cluster, C32H45Br2ClNO15P3 overall from OMol25. Energies are from wB97M-V/def2-TZVPD.

Summary:
SMILES = CCCCNP(CCCC)(PP(=O)(O)O)([C@H](Cl)CC)[C@@H](Br)[C@H](C)Br.O=C1C=C(O)C(=O)C=C1O.O=C1C=C(O)C(=O)C=C1O.O=C1C=C(O)C(=O)C=C1O
LUMO energy = -1.555 eV
Molecular weight = 971.89 g mol⁻¹
Kohn-Sham gap = 6.36 eV
Electronic energy = -246591.01984 eV
HOMO energy = -7.912 eV

Cartesian coordinates (Å):
C 1.426 0.961 4.801
C 0.488 2.172 4.948
C 1.227 3.497 5.102
C 2.063 3.927 3.889
N 1.204 4.382 2.789
P 1.618 4.141 1.083
C 1.712 2.313 1.313
C 1.142 1.382 0.243
C 0.778 0.023 0.884
C 0.726 -1.111 -0.137
P 2.131 3.756 -1.273
P 4.129 2.933 -1.330
O 4.365 1.854 -0.358
O 5.218 4.127 -1.309
O 4.298 2.407 -2.839
C 3.109 5.341 1.210
Cl 4.518 4.487 1.913
C 2.836 6.639 1.969
C 3.736 7.793 1.490
C -0.177 4.827 0.710
Br -0.762 5.005 -1.131
C -1.272 4.085 1.547
C -2.537 3.615 0.834
Br -1.880 5.257 3.005
H 0.966 0.066 5.229
H 1.656 0.734 3.760
H 2.360 1.133 5.341
H -0.141 2.021 5.831
H -0.207 2.236 4.103
H 1.862 3.464 5.995
H 0.492 4.295 5.269
H 2.724 3.126 3.557
H 2.725 4.735 4.226
H 0.849 5.303 2.997
H 1.130 2.163 2.226
H 2.750 2.057 1.543
H 0.238 1.805 -0.206
H 1.874 1.193 -0.544
H 1.531 -0.206 1.645
H -0.192 0.130 1.381
H 1.696 -1.193 -0.636
H -0.024 -0.902 -0.905
H 0.480 -2.045 0.366
H 2.444 5.016 -1.830
H 5.797 4.012 -0.548
H 4.466 3.122 -3.456
H 3.416 5.598 0.199
H 1.788 6.918 1.825
H 3.008 6.496 3.036
H 4.699 7.769 2.005
H 3.269 8.757 1.691
H 3.944 7.724 0.420
H -0.127 5.866 1.031
H -0.829 3.218 2.031
H -3.081 4.430 0.362
H -2.298 2.835 0.109
H -3.191 3.173 1.590
C -0.716 -3.709 -3.285
C -1.900 -3.734 -3.914
C -3.182 -4.111 -3.201
O -4.195 -4.055 -3.881
C -3.137 -4.491 -1.813
C -1.950 -4.469 -1.183
C -0.667 -4.072 -1.888
O 0.335 -4.093 -1.199
O -1.783 -4.769 0.092
O -2.065 -3.452 -5.194
H 0.207 -3.443 -3.782
H -4.059 -4.763 -1.320
H -0.833 -4.633 0.293
H -3.012 -3.592 -5.402
C -6.439 -5.324 -8.316
C -7.726 -5.558 -8.606
C -8.784 -5.688 -7.534
O -9.923 -5.888 -7.921
C -8.388 -5.571 -6.151
C -7.098 -5.338 -5.849
C -6.040 -5.193 -6.929
O -4.898 -4.973 -6.571
O -6.665 -5.214 -4.610
O -8.200 -5.695 -9.836
H -5.678 -5.228 -9.077
H -9.150 -5.674 -5.392
H -5.704 -5.023 -4.611
H -9.160 -5.849 -9.735
C 4.452 -3.521 2.836
C 3.337 -3.482 2.089
C 1.990 -3.906 2.638
O 1.031 -3.820 1.894
C 1.914 -4.384 4.003
C 3.030 -4.422 4.744
C 4.372 -3.982 4.204
O 5.313 -4.049 4.974
O 3.074 -4.837 6.001
O 3.333 -3.071 0.831
H 5.416 -3.217 2.454
H 0.950 -4.693 4.382
H 4.007 -4.748 6.279
H 2.418 -3.127 0.493

Entry 2:
Here is C32H45N6NiP2 as an isolated structure from OMol25. Energies are from wB97M-V/def2-TZVPD.

Summary:
⟨S²⟩ = 2.010
LUMO energy (alpha / beta) = -3.237 / -3.212 eV
Molecular weight = 634.40 g mol⁻¹
Kohn-Sham gap (alpha / beta) = 5.98 / 5.95 eV
Electronic energy = -102473.18778 eV
Total charge = +1
Spin multiplicity = 3
HOMO energy (alpha / beta) = -9.216 / -9.163 eV

Cartesian coordinates (Å):
Ni 0.115 -0.220 0.566
C -2.204 1.352 -2.106
C -3.100 0.408 -1.300
C -3.499 -0.807 -2.131
P -2.264 0.019 0.296
C -3.459 -1.071 1.202
C -3.313 -2.526 0.730
C -3.354 -1.017 2.731
C -2.279 1.633 1.110
C -3.410 2.192 1.707
C -3.376 3.426 2.332
C -4.606 4.037 2.951
C -2.146 4.089 2.348
C -1.018 3.569 1.739
C -1.063 2.336 1.074
N 0.022 1.738 0.428
C 1.052 2.488 -0.141
C 0.904 3.810 -0.584
C 1.960 4.493 -1.157
C 3.215 3.910 -1.340
C 4.353 4.665 -1.980
C 3.351 2.593 -0.939
C 2.296 1.880 -0.366
P 2.445 0.156 0.136
C 3.328 -0.633 -1.273
C 2.462 -0.497 -2.528
C 3.702 -2.093 -1.025
C 3.630 0.185 1.551
C 3.330 1.381 2.459
C 3.611 -1.111 2.366
H -2.729 1.675 -3.007
H -1.285 0.849 -2.419
H -1.923 2.239 -1.540
H -4.002 0.948 -0.992
H -2.625 -1.405 -2.409
H -3.968 -0.471 -3.057
H -4.213 -1.454 -1.624
H -4.453 -0.713 0.913
H -2.481 -3.007 1.248
H -3.134 -2.623 -0.340
H -4.212 -3.097 0.966
H -2.523 -1.634 3.080
H -4.261 -1.429 3.176
H -3.223 -0.009 3.117
H -4.348 1.643 1.694
H -5.392 3.294 3.087
H -5.011 4.833 2.324
H -4.385 4.473 3.926
H -2.074 5.047 2.852
H -0.088 4.124 1.770
H -0.055 4.302 -0.482
H 1.804 5.515 -1.486
H 4.240 5.739 -1.839
H 4.403 4.480 -3.055
H 5.313 4.372 -1.553
H 4.311 2.106 -1.083
H 4.249 -0.060 -1.409
H 1.491 -0.985 -2.387
H 2.951 -0.985 -3.373
H 2.276 0.543 -2.791
H 2.819 -2.705 -0.823
H 4.397 -2.217 -0.195
H 4.187 -2.502 -1.914
H 4.620 0.322 1.103
H 2.271 1.406 2.737
H 3.561 2.329 1.979
H 3.918 1.303 3.376
H 2.695 -1.171 2.958
H 4.447 -1.123 3.068
H 3.676 -2.015 1.763
N 0.018 -0.925 4.716
C -0.045 0.009 3.766
N 0.037 -0.584 2.592
C 0.150 -1.904 2.899
N 0.142 -2.161 4.183
C 0.227 -2.893 1.817
C 0.318 -4.262 2.015
N 0.325 -5.107 0.990
C 0.233 -4.579 -0.228
C 0.151 -3.211 -0.433
N 0.156 -2.369 0.593
H -0.021 -0.807 5.716
H -0.164 1.067 3.946
H 0.381 -4.670 3.017
H 0.228 -5.262 -1.069
H 0.079 -2.785 -1.426

Entry 3:
Here is C32H46As2BN2O13Ti as an isolated structure at a distorted geometry from OMol25. Energies are from wB97M-V/def2-TZVPD.

Summary:
LUMO energy = -10.142 eV
Molecular weight = 875.24 g mol⁻¹
Kohn-Sham gap = 5.13 eV
Electronic energy = -208972.44339 eV
Total charge = +3
Energy relative to the best compared isomer or geometry (same formula, charge and spin) = 53.7 kcal/mol
HOMO energy = -15.275 eV

Cartesian coordinates (Å):
Ti -1.110 0.713 0.705
C -5.264 -0.444 2.803
N -5.221 0.097 1.435
C -6.516 0.259 0.744
C -4.100 0.450 0.873
O -2.971 0.323 1.444
C -4.093 1.003 -0.534
O -2.792 1.506 -0.831
C -2.687 2.930 -0.960
C -1.843 3.443 0.182
O -1.462 2.570 1.052
N -1.518 4.690 0.255
C -0.649 5.217 1.322
C -1.978 5.645 -0.775
H -5.577 -1.487 2.763
H -5.993 0.124 3.377
H -4.289 -0.359 3.266
H -7.238 -0.391 1.231
H -6.443 -0.041 -0.298
H -6.865 1.288 0.821
H -4.845 1.780 -0.663
H -4.319 0.201 -1.240
H -3.673 3.395 -0.964
H -2.192 3.148 -1.902
H -0.281 4.402 1.933
H -1.222 5.917 1.928
H 0.182 5.739 0.852
H -1.526 5.405 -1.737
H -1.662 6.639 -0.476
H -3.063 5.638 -0.851
C 4.574 1.895 -5.959
C 4.907 2.057 -4.470
C 5.760 3.316 -4.262
C 5.715 0.843 -4.010
C 3.594 2.192 -3.695
C 2.800 3.337 -3.884
C 1.578 3.533 -3.254
C 1.175 2.523 -2.410
O 0.001 2.427 -1.637
B 0.106 1.208 -1.006
O 1.265 0.553 -1.312
C 1.932 1.402 -2.216
C 3.143 1.190 -2.835
H 5.492 1.750 -6.530
H 4.070 2.778 -6.356
H 3.930 1.030 -6.130
H 6.728 3.183 -4.746
H 5.939 3.509 -3.202
H 5.301 4.203 -4.699
H 6.655 0.811 -4.560
H 5.196 -0.098 -4.210
H 5.960 0.893 -2.946
H 3.150 4.107 -4.558
H 0.987 4.422 -3.429
H 3.710 0.288 -2.659
C 3.127 -5.091 2.925
O 2.971 -5.135 1.484
C 2.110 -4.399 0.814
O 2.098 -4.370 -0.391
C 1.078 -3.527 1.511
C 0.171 -3.983 2.362
As -1.137 -3.038 3.596
C -2.648 -4.246 3.439
C -1.302 -1.964 1.950
C -0.268 -1.069 1.753
As 1.105 -1.861 0.434
C 2.695 -1.074 1.243
C 0.136 -0.017 2.705
O 0.304 1.086 2.091
O 0.149 -0.151 3.969
C 0.394 1.017 4.840
C -1.936 -2.390 0.620
O -2.390 -3.451 0.350
O -1.882 -1.347 -0.276
C -2.089 -1.737 -1.677
C 0.169 -5.358 3.024
O 0.189 -5.363 4.228
O 0.126 -6.464 2.321
C -0.056 -6.489 0.882
H 2.651 -5.969 3.352
H 2.703 -4.180 3.342
H 4.195 -5.124 3.106
H -2.389 -5.137 4.010
H -2.899 -4.507 2.417
H -3.491 -3.768 3.936
H 2.735 -1.239 2.318
H 2.741 -0.013 1.005
H 3.547 -1.565 0.770
H -0.076 0.759 5.781
H -0.045 1.900 4.391
H 1.469 1.119 4.952
H -1.906 -0.841 -2.261
H -3.105 -2.099 -1.802
H -1.376 -2.517 -1.930
H 0.912 -6.603 0.404
H -0.562 -5.587 0.542
H -0.671 -7.360 0.687

Entry 4:
Here is C32H46BrN3P2Re as an isolated structure at a distorted geometry from OMol25. Energies are from wB97M-V/def2-TZVPD.

Summary:
⟨S²⟩ = 3.790
LUMO energy (alpha / beta) = -12.996 / -14.825 eV
Molecular weight = 800.80 g mol⁻¹
Kohn-Sham gap (alpha / beta) = 6.16 / 4.38 eV
Electronic energy = -129106.27806 eV
Total charge = +4
Spin multiplicity = 4
HOMO energy (alpha / beta) = -19.152 / -19.210 eV

Cartesian coordinates (Å):
N 1.868 4.856 4.735
C 0.786 4.066 4.750
C 0.822 2.730 4.344
C 2.064 2.179 3.940
C 3.175 3.041 3.851
C 3.032 4.367 4.299
C 2.104 0.791 3.543
Re 0.745 -1.484 -0.162
P -1.017 -1.753 -2.069
C 2.908 0.244 2.576
C 2.462 -0.810 1.635
C 2.778 -0.773 0.240
C 2.766 -1.958 -0.546
C 2.048 -3.060 -0.064
C 1.430 -2.986 1.189
C 1.504 -1.793 1.940
Br 1.415 -4.484 -1.342
H 1.255 0.204 3.900
H 3.934 0.608 2.443
H -0.087 2.130 4.352
H 4.135 2.673 3.487
H -0.150 4.506 5.102
H 3.901 5.029 4.299
H 3.280 0.098 -0.158
H 0.995 -1.746 2.890
H 3.240 -2.017 -1.513
H 0.955 -3.873 1.602
P 0.862 1.466 -1.215
C -1.904 -3.065 -1.097
C -2.256 -4.360 -1.810
H -2.809 -2.577 -0.701
H -1.274 -3.292 -0.220
H -2.605 -5.067 -1.046
H -3.074 -4.227 -2.525
H -1.396 -4.821 -2.307
C -0.087 -2.313 -3.563
C -0.759 -2.700 -4.887
H 0.538 -3.152 -3.199
H 0.611 -1.469 -3.752
H 0.043 -2.968 -5.591
H -1.417 -3.580 -4.812
H -1.305 -1.865 -5.347
C -2.338 -0.772 -2.843
C -3.439 -1.629 -3.458
H -1.851 -0.157 -3.619
H -2.762 -0.072 -2.102
H -4.220 -0.978 -3.864
H -3.081 -2.245 -4.291
H -3.906 -2.284 -2.715
C -0.423 2.756 -1.679
C -1.290 2.527 -2.918
H 0.127 3.708 -1.783
H -1.062 2.882 -0.786
H -1.541 3.496 -3.369
H -0.783 1.926 -3.685
H -2.244 2.055 -2.648
C 1.816 1.422 -2.799
C 3.318 1.105 -2.756
H 1.671 2.401 -3.287
H 1.298 0.673 -3.422
H 3.685 1.044 -3.794
H 3.894 1.898 -2.255
H 3.542 0.140 -2.274
C 1.923 2.583 -0.164
C 1.209 3.560 0.773
H 2.592 3.135 -0.849
H 2.552 1.897 0.431
H 1.966 4.148 1.309
H 0.564 4.273 0.242
H 0.611 3.031 1.527
N -2.766 0.728 1.225
C -1.748 0.352 0.427
N -1.097 -0.676 0.958
C -1.721 -0.993 2.181
C -1.509 -1.975 3.160
C -2.329 -1.952 4.301
C -3.415 -1.062 4.423
C -3.645 -0.104 3.422
C -2.779 -0.094 2.350
H -3.396 1.516 1.058
H -1.540 0.826 -0.539
H -0.739 -2.737 3.039
H -2.131 -2.645 5.121
H -4.069 -1.126 5.300
H -4.461 0.625 3.458

Entry 5:
Here is a 8-piece molecular cluster, C32H46Cl2O17 overall from OMol25. Energies are from wB97M-V/def2-TZVPD.

Summary:
SMILES = C/C(Cl)=C(/Cl)OC(=O)O.O=C1CCCO1.O=C1CCCO1.O=C1CCCO1.O=C1CCCO1.O=C1CCCO1.O=C1CCCO1.O=C1CCCO1
LUMO energy = 0.466 eV
Molecular weight = 773.61 g mol⁻¹
Kohn-Sham gap = 9.26 eV
Electronic energy = -93784.10351 eV
HOMO energy = -8.799 eV

Cartesian coordinates (Å):
C -1.886 -1.115 -4.950
C -1.145 -2.227 -5.594
Cl -0.362 -3.340 -4.572
C -1.071 -2.353 -6.917
Cl -0.245 -3.604 -7.731
O -1.704 -1.459 -7.768
C -1.081 -0.295 -8.017
O -1.691 0.701 -8.295
O 0.252 -0.382 -7.924
H -1.217 -0.488 -4.374
H -2.360 -0.506 -5.708
H -2.668 -1.497 -4.311
H 0.596 0.277 -8.539
O 0.450 -5.106 -2.373
C -0.351 -4.972 -1.485
O -0.974 -3.805 -1.235
C -1.791 -3.918 -0.045
C -2.062 -5.407 0.107
C -0.786 -6.018 -0.472
H -1.234 -3.512 0.799
H -2.693 -3.335 -0.184
H -2.271 -5.696 1.134
H -2.918 -5.694 -0.505
H -0.001 -6.124 0.277
H -0.951 -6.974 -0.958
O 0.811 -9.047 -0.809
C 1.014 -9.289 -1.960
O 1.061 -10.557 -2.438
C 1.432 -10.550 -3.828
C 1.072 -9.157 -4.332
C 1.290 -8.305 -3.081
H 2.502 -10.754 -3.898
H 0.890 -11.345 -4.334
H 1.660 -8.847 -5.193
H 0.019 -9.128 -4.617
H 2.321 -7.961 -2.992
H 0.621 -7.453 -3.020
O -3.110 0.375 -1.935
C -3.650 1.109 -2.707
O -4.007 0.710 -3.947
C -4.534 1.821 -4.698
C -4.998 2.827 -3.649
C -4.004 2.572 -2.515
H -3.736 2.215 -5.331
H -5.340 1.461 -5.331
H -5.008 3.851 -4.016
H -6.006 2.577 -3.318
H -3.093 3.162 -2.624
H -4.427 2.734 -1.528
O -2.550 -3.044 4.181
C -3.106 -2.307 3.423
O -3.466 -2.707 2.174
C -4.018 -1.596 1.439
C -4.493 -0.613 2.500
C -3.484 -0.854 3.624
H -3.237 -1.176 0.809
H -4.821 -1.965 0.804
H -4.523 0.415 2.141
H -5.496 -0.882 2.836
H -2.589 -0.245 3.514
H -3.905 -0.704 4.614
O -0.784 0.621 4.752
C -0.173 1.283 3.966
O -0.604 1.461 2.694
C 0.373 2.207 1.937
C 1.193 2.963 2.976
C 1.148 2.001 4.163
H 0.977 1.500 1.366
H -0.150 2.861 1.244
H 2.194 3.206 2.635
H 0.691 3.894 3.240
H 1.949 1.261 4.124
H 1.163 2.506 5.124
O 3.985 4.002 1.232
C 3.776 5.162 1.447
O 3.167 5.585 2.572
C 2.948 7.009 2.520
C 3.968 7.527 1.511
C 4.090 6.345 0.548
H 1.920 7.188 2.196
H 3.086 7.424 3.511
H 3.666 8.460 1.040
H 4.924 7.693 2.009
H 3.344 6.380 -0.247
H 5.080 6.239 0.115
O 2.999 6.520 5.371
C 4.007 6.384 5.999
O 5.226 6.550 5.437
C 6.263 6.221 6.382
C 5.613 6.371 7.753
C 4.162 5.986 7.455
H 6.591 5.199 6.186
H 7.100 6.895 6.227
H 6.089 5.764 8.519
H 5.658 7.413 8.072
H 3.995 4.911 7.535
H 3.441 6.514 8.071

Q: Which of these has the highest electronic energy?
A: C32H46Cl2O17

Q: What is the molecular weight in the third record?
A: 875.24 g mol⁻¹